# 1
Molecular formula: C27H41F3N5O6S2
Method: DFT, wB97M-V/def2-TZVPD

Output
orbital gap = 7.694 eV
calculated total energy = -78211.6494 eV
HOMO energy = -11.54 eV

```
! RIJCOSX wB97M-V def2-TZVPD def2/J DEFGRID3
* xyz 1 1
C 4.40 -0.35 1.13
N 3.29 0.53 1.57
C 2.00 -0.21 1.58
N 0.89 0.78 1.51
C 0.86 1.79 2.60
C 1.26 3.23 2.09
C 0.75 4.43 2.74
C 1.06 5.79 2.29
C 1.96 5.92 1.14
C 2.50 4.77 0.43
C 2.12 3.43 0.91
C 0.01 0.77 0.54
N -0.99 1.81 0.58
S -2.30 1.42 1.66
C -1.60 2.08 -0.74
C -0.65 2.87 -1.73
O -0.83 4.26 -1.39
C -1.17 2.70 -3.20
F -2.37 3.39 -3.29
F -1.46 1.41 -3.57
F -0.27 3.17 -4.12
N 0.01 -0.13 -0.56
C 1.10 0.07 -1.55
C 1.93 -1.20 -1.96
C 3.32 -0.65 -2.56
S 3.23 -0.26 -4.34
O 2.74 1.10 -4.47
O 4.59 -0.39 -4.86
O 2.17 -1.25 -5.08
C -0.35 -1.51 -0.24
C -1.64 -1.68 0.65
C -2.30 -3.09 0.44
O -1.99 -4.02 1.17
N -3.24 -3.35 -0.60
C -4.36 -2.41 -0.60
C -5.41 -2.40 0.42
C -6.48 -1.39 0.34
C -6.57 -0.41 -0.72
C -5.54 -0.42 -1.76
C -4.48 -1.42 -1.68
H 5.37 0.22 1.20
H 4.52 -1.24 1.81
H 4.32 -0.67 0.06
H 3.53 0.85 2.50
H 2.05 -0.93 0.74
H 1.95 -0.77 2.55
H 1.66 1.52 3.35
H -0.10 1.79 3.17
H 0.07 4.31 3.62
H 0.64 6.69 2.80
H 2.22 6.96 0.82
H 3.18 4.92 -0.44
H 2.53 2.58 0.32
H -2.84 2.61 2.12
H -2.46 2.78 -0.55
H -2.08 1.18 -1.22
H 0.44 2.66 -1.59
H -0.57 4.80 -2.16
H 1.80 0.86 -1.14
H 0.64 0.49 -2.49
H 2.23 -1.88 -1.12
H 1.36 -1.76 -2.75
H 3.69 0.21 -1.94
H 4.06 -1.49 -2.41
H 2.60 -2.12 -5.23
H 0.45 -2.14 0.23
H -0.60 -2.02 -1.22
H -2.40 -0.95 0.23
H -1.45 -1.53 1.74
H -3.66 -4.27 -0.40
H -5.35 -3.16 1.23
H -7.25 -1.43 1.14
H -7.41 0.32 -0.69
H -5.60 0.33 -2.58
H -3.72 -1.41 -2.50
C 0.74 -6.08 3.08
C 1.62 -4.84 3.08
O 1.54 -4.18 1.82
H 1.05 -6.77 2.29
H 0.80 -6.60 4.04
H -0.30 -5.82 2.89
H 2.66 -5.11 3.25
H 1.31 -4.15 3.87
H 0.61 -3.94 1.69
*
```

# 2
Molecular formula: C27H41F9GaOP2
Method: DFT, wB97M-V/def2-TZVPD

Output
orbital gap (alpha / beta) = 5.173 / 5.174 eV
calculated total energy = -126114.6138 eV
HOMO energy (alpha / beta) = -10.75 / -10.75 eV

```
! RIJCOSX wB97M-V def2-TZVPD def2/J DEFGRID3
* xyz 1 1
Ga 2.87 1.56 -0.57
C -2.03 -1.35 3.40
C -1.65 -2.35 2.46
C 0.23 -1.70 3.61
C -0.86 -0.92 4.07
C -0.26 -2.57 2.59
C -3.41 -0.93 3.70
H -4.05 -0.94 2.81
H -3.44 0.08 4.13
H -3.87 -1.61 4.44
C -0.82 0.13 5.12
H -1.57 0.90 4.93
H 0.16 0.62 5.14
H -1.02 -0.29 6.12
C 1.60 -1.66 4.14
H 1.68 -2.13 5.13
H 1.95 -0.63 4.24
H 2.30 -2.18 3.47
C 0.49 -3.58 1.83
H 0.09 -4.59 2.03
H 1.55 -3.58 2.10
H 0.42 -3.41 0.75
C -2.53 -3.07 1.53
H -2.44 -4.16 1.66
H -2.25 -2.86 0.48
H -3.58 -2.79 1.65
C -2.03 0.88 0.47
C -3.22 0.34 0.28
C -3.72 -0.46 -0.89
C -2.66 -0.89 -1.94
C -1.56 -1.75 -1.41
C -0.40 -1.34 -0.92
C 0.04 0.07 -0.65
C -1.02 1.17 -0.59
H -4.53 0.07 -1.40
H -2.27 0.00 -2.46
H -4.18 -1.39 -0.51
H -1.47 1.36 -1.57
H -1.75 1.28 1.46
H -3.97 0.48 1.06
H -0.53 2.12 -0.32
H 0.55 0.08 0.34
H 0.42 -2.05 -0.74
H 0.78 0.37 -1.43
H -3.20 -1.49 -2.71
H -1.76 -2.83 -1.51
P -0.42 1.45 -3.78
C -0.67 3.14 -4.48
C -1.58 0.60 -4.98
P 2.00 -0.35 -3.72
C 1.20 1.08 -4.60
C 1.15 -1.70 -4.69
C 3.50 -0.37 -4.79
H 0.17 3.77 -4.16
H -1.60 3.55 -4.07
H -0.72 3.11 -5.57
H -1.42 0.98 -6.00
H -2.61 0.83 -4.67
H -1.46 -0.49 -4.97
H 3.25 -0.16 -5.83
H 3.97 -1.36 -4.70
H 4.19 0.40 -4.42
H 1.85 1.96 -4.47
H 1.05 0.87 -5.67
H 1.83 -2.56 -4.71
H 0.94 -1.39 -5.73
H 0.22 -2.02 -4.20
F 1.20 3.07 0.84
C 1.58 2.65 2.09
F 1.21 3.62 2.95
F 0.81 1.55 2.35
C 3.07 2.27 2.15
O 3.29 1.14 1.39
C 4.09 3.38 1.79
F 3.66 4.63 2.07
F 5.30 3.20 2.39
F 4.36 3.35 0.43
C 3.32 2.01 3.69
F 3.51 3.18 4.36
F 2.27 1.39 4.32
F 4.39 1.22 3.86
*
```

# 3
Molecular formula: C27H41Ge2O4RuS
Method: DFT, wB97M-V/def2-TZVPD

Output
orbital gap (alpha / beta) = 6.651 / 6.735 eV
calculated total energy = -163274.1464 eV
HOMO energy (alpha / beta) = -16.96 / -16.96 eV

```
! RIJCOSX wB97M-V def2-TZVPD def2/J DEFGRID3
* xyz 3 1
Ru -0.96 -0.01 -0.54
C -3.50 1.72 -1.39
O -2.55 1.56 -0.30
C -1.95 2.80 0.11
C -0.73 3.07 -0.70
O 0.17 1.96 -0.53
C 1.34 2.24 0.26
H -4.32 2.35 -1.06
H -3.88 0.74 -1.64
H -3.02 2.17 -2.27
H -1.69 2.68 1.16
H -2.66 3.62 0.02
H -0.26 4.00 -0.40
H -0.96 3.12 -1.77
H 1.90 3.06 -0.19
H 1.96 1.34 0.24
H 1.08 2.49 1.29
C -2.40 -5.12 -1.34
Ge -2.07 -3.75 0.00
C -1.50 -4.43 1.72
C -3.45 -2.35 0.07
Ge -0.07 -2.60 -1.23
C -0.80 -1.15 -2.47
C -2.06 -1.43 -3.04
C -2.51 -0.71 -4.13
C -1.72 0.33 -4.65
C -0.49 0.63 -4.09
C -0.02 -0.10 -3.00
C 1.13 -3.67 -2.28
C 1.69 -3.21 -3.47
C 2.54 -4.03 -4.20
C 2.82 -5.31 -3.74
C 2.25 -5.79 -2.57
C 1.40 -4.97 -1.83
H -2.90 -5.95 -0.84
H -1.47 -5.50 -1.78
H -3.05 -4.75 -2.14
H -2.37 -4.92 2.16
H -1.17 -3.64 2.40
H -0.71 -5.17 1.61
H -3.84 -2.28 1.08
H -4.28 -2.63 -0.59
H -3.10 -1.37 -0.24
H -2.68 -2.23 -2.64
H -3.46 -0.95 -4.58
H -2.08 0.89 -5.50
H 0.12 1.41 -4.53
H 0.98 0.08 -2.62
H 1.46 -2.22 -3.84
H 2.96 -3.67 -5.13
H 3.48 -5.96 -4.31
H 2.46 -6.79 -2.23
H 0.95 -5.35 -0.92
C 2.11 -3.10 1.34
S 2.21 -1.38 0.86
O 1.17 -1.27 -0.32
C 3.81 -1.36 0.15
C 4.08 -1.85 -1.12
C 5.40 -1.89 -1.54
C 6.42 -1.44 -0.70
C 6.13 -0.93 0.56
C 4.81 -0.87 0.99
H 2.36 -3.72 0.48
H 1.10 -3.30 1.71
H 2.83 -3.26 2.14
H 3.28 -2.21 -1.76
H 5.64 -2.27 -2.53
H 7.44 -1.49 -1.03
H 6.92 -0.56 1.20
H 4.57 -0.46 1.96
C -0.57 0.06 2.66
O -1.39 -0.55 1.62
H -0.65 -0.52 3.57
H -0.89 1.09 2.85
H 0.45 0.05 2.31
H -2.32 -0.45 1.89
*
```

# 4
Molecular formula: C27H41NO5PTc
Method: DFT, wB97M-V/def2-TZVPD

Output
orbital gap (alpha / beta) = 6.598 / 6.543 eV
calculated total energy = -51874.5609 eV
HOMO energy (alpha / beta) = -11.23 / -11.30 eV

```
! RIJCOSX wB97M-V def2-TZVPD def2/J DEFGRID3
* xyz 1 4
Tc 1.34 1.21 -0.16
C 0.07 -0.61 -0.99
C -1.29 -0.20 -0.74
C -1.67 -0.71 0.59
C -0.62 -1.52 1.00
C 0.39 -1.59 0.01
C 1.37 -2.72 -0.13
C 2.44 -2.47 -1.19
C 0.49 -3.91 -0.59
C 2.01 -3.10 1.21
C -2.94 -0.63 1.45
C -3.85 0.58 1.25
C -3.73 -1.93 1.20
C -2.54 -0.61 2.94
C -2.14 0.41 -1.84
C -1.38 0.42 -3.17
C -3.38 -0.47 -2.07
C -2.53 1.88 -1.56
H 0.45 -0.70 -1.99
H -0.61 -2.09 1.91
H 1.99 -2.31 -2.17
H 3.07 -3.36 -1.27
H 3.07 -1.63 -0.94
H -0.03 -3.68 -1.53
H -0.26 -4.18 0.16
H 1.13 -4.78 -0.77
H 2.69 -2.32 1.57
H 2.61 -4.00 1.08
H 1.27 -3.31 1.98
H -4.29 0.63 0.26
H -3.33 1.51 1.45
H -4.67 0.50 1.96
H -4.05 -2.03 0.16
H -4.63 -1.93 1.83
H -3.14 -2.81 1.46
H -1.96 0.28 3.17
H -1.99 -1.49 3.25
H -3.45 -0.58 3.54
H -1.15 -0.59 -3.52
H -0.45 0.98 -3.09
H -1.99 0.91 -3.93
H -3.09 -1.50 -2.28
H -3.92 -0.09 -2.94
H -4.07 -0.47 -1.23
H -1.66 2.52 -1.62
H -2.97 2.03 -0.58
H -3.26 2.19 -2.31
O 1.64 0.85 5.92
C 1.62 0.89 4.58
C 2.64 0.35 3.79
C 2.50 0.44 2.43
N 1.43 1.01 1.89
C 0.48 1.58 2.62
C 0.53 1.54 3.99
C -0.54 2.31 1.76
O -1.51 2.84 2.22
O -0.21 2.32 0.47
C 3.52 0.04 1.38
O 4.56 -0.49 1.66
O 3.13 0.36 0.15
H 2.43 0.41 6.25
H 3.52 -0.11 4.21
H -0.24 2.01 4.59
C 2.34 0.98 -3.75
P 2.06 2.12 -2.36
C 1.08 3.49 -3.02
C 3.70 2.83 -2.06
H 2.79 1.51 -4.59
H 1.41 0.52 -4.07
H 3.02 0.19 -3.43
H 1.60 3.96 -3.86
H 0.93 4.23 -2.24
H 0.10 3.14 -3.35
H 4.12 3.25 -2.99
H 4.37 2.06 -1.68
H 3.63 3.63 -1.32
*
```

# 5
Molecular formula: C27H42BrN4O3SW
Method: DFT, wB97M-V/def2-TZVPD

Output
orbital gap (alpha / beta) = 7.828 / 7.827 eV
calculated total energy = -123484.2286 eV
HOMO energy (alpha / beta) = -10.31 / -10.57 eV

```
! RIJCOSX wB97M-V def2-TZVPD def2/J DEFGRID3
* xyz 1 3
W 1.68 -0.87 0.01
N 2.16 -2.65 -1.30
C 3.57 -3.09 -1.18
C 3.93 -3.19 0.29
N 3.51 -2.00 1.10
C 4.58 -0.97 1.13
C 4.06 0.34 1.73
N 2.70 0.67 1.19
C 3.33 -2.48 2.49
C 1.96 -3.11 2.66
N 1.01 -2.09 2.26
H 1.52 -3.42 -1.15
H 1.97 -2.30 -2.24
H 4.19 -2.36 -1.68
H 3.72 -4.06 -1.65
H 5.00 -3.36 0.42
H 3.41 -4.05 0.70
H 4.93 -0.80 0.11
H 5.44 -1.32 1.72
H 4.76 1.14 1.51
H 3.99 0.26 2.81
H 2.79 1.44 0.53
H 2.08 1.01 1.92
H 3.39 -1.63 3.17
H 4.13 -3.17 2.76
H 1.85 -3.45 3.69
H 1.82 -3.98 2.02
H 0.96 -1.31 2.91
H 0.08 -2.44 2.13
C -5.60 1.47 -1.17
C -5.38 0.33 -0.16
C -5.96 -0.95 -0.76
C -6.15 0.65 1.13
C -3.90 0.21 0.15
C -3.17 -0.95 -0.09
C -1.83 -0.98 0.21
Br -0.98 -2.68 -0.14
C -1.11 0.10 0.74
O 0.22 0.01 1.01
C -1.85 1.28 1.01
C -3.20 1.28 0.69
C -1.31 2.58 1.63
C -2.10 2.86 2.92
C -1.50 3.74 0.64
C 0.18 2.57 2.02
H -6.66 1.57 -1.40
H -5.06 1.27 -2.10
H -5.25 2.43 -0.78
H -7.02 -0.81 -0.97
H -5.87 -1.80 -0.07
H -5.46 -1.21 -1.70
H -7.21 0.74 0.92
H -5.81 1.58 1.59
H -6.01 -0.15 1.87
H -3.64 -1.83 -0.50
H -3.75 2.19 0.88
H -3.17 2.99 2.73
H -1.73 3.78 3.39
H -1.99 2.04 3.63
H -2.54 3.87 0.37
H -0.92 3.55 -0.27
H -1.15 4.67 1.09
H 0.38 1.78 2.75
H 0.42 3.52 2.48
H 0.80 2.45 1.13
O 0.40 1.90 -1.37
C 0.66 0.89 -1.98
O 0.50 -0.34 -1.51
C 1.37 0.81 -3.29
C 0.83 1.11 -4.54
C 1.61 0.92 -5.67
C 2.91 0.44 -5.56
C 3.45 0.16 -4.31
C 2.68 0.34 -3.17
S 3.38 0.11 -1.56
H -0.18 1.49 -4.61
H 1.20 1.14 -6.65
H 3.51 0.30 -6.45
H 4.47 -0.19 -4.22
*
```

# 6
Molecular formula: C27H42Cl3N4O3RhSi
Method: DFT, wB97M-V/def2-TZVPD

Output
orbital gap (alpha / beta) = 7.365 / 6.860 eV
calculated total energy = -89238.3325 eV
HOMO energy (alpha / beta) = -7.11 / -8.25 eV

```
! RIJCOSX wB97M-V def2-TZVPD def2/J DEFGRID3
* xyz 0 5
C 2.74 -2.59 -3.10
C 2.12 -1.76 -4.19
H 2.57 -3.66 -3.27
H 2.33 -2.30 -2.13
H 3.83 -2.44 -3.06
C 1.96 -2.20 -5.45
C 2.34 -3.55 -5.93
H 1.55 -1.53 -6.21
H 1.99 -4.36 -5.28
H 3.43 -3.68 -6.06
H 1.92 -3.70 -6.93
Rh 0.53 -0.12 3.10
Cl 2.18 1.26 3.90
Cl 1.93 -0.90 1.40
C 0.17 2.54 1.81
O -0.48 1.50 2.15
N -0.50 3.57 1.29
C -1.92 3.42 1.01
C 0.17 4.77 0.77
H 1.26 2.62 1.94
H -2.45 3.03 1.88
H -2.08 2.74 0.15
H -2.30 4.41 0.75
H 1.12 4.92 1.29
H -0.49 5.63 0.93
H 0.36 4.67 -0.31
H 0.30 -4.76 3.02
H 0.08 -3.47 0.46
C -0.80 -4.73 2.94
C -0.98 -3.68 0.70
N -1.23 -3.59 2.14
H -1.22 -4.63 3.95
C -1.36 -2.40 2.76
O -1.20 -1.27 2.24
H -1.64 -2.98 0.15
H -1.63 -2.49 3.83
H -1.16 -5.65 2.48
H -1.22 -4.70 0.39
O 0.69 -0.56 -2.71
C 1.65 -0.38 -3.76
C -0.02 0.27 -5.61
C 1.17 0.50 -4.91
H -0.69 -0.55 -5.33
C -0.35 1.11 -6.69
H 2.52 0.08 -3.27
C 2.03 1.53 -5.31
H -1.30 0.96 -7.21
C 0.53 2.10 -7.11
C 1.73 2.31 -6.43
H 2.95 1.69 -4.73
H 0.30 2.71 -7.98
H 2.45 3.07 -6.75
Si -0.55 0.42 -2.12
Cl 1.03 -2.12 4.22
C -2.14 -0.04 -2.99
C -0.19 2.21 -2.52
C -0.61 -0.12 -0.38
H -2.18 0.31 -4.03
H -2.99 0.40 -2.45
H -2.26 -1.14 -2.98
H -0.65 -1.22 -0.29
H -1.43 0.32 0.21
H 0.35 0.17 0.06
H -0.09 2.39 -3.60
H 0.73 2.57 -2.04
H -1.03 2.84 -2.17
N -2.61 0.77 5.80
C -2.04 0.46 4.61
N -0.73 0.34 4.76
C -0.40 0.53 6.10
C 0.79 0.43 6.81
C 0.74 0.61 8.19
C -0.46 0.91 8.86
C -1.67 1.02 8.15
C -1.61 0.82 6.78
H -3.60 0.95 5.95
H -2.60 0.32 3.70
H 1.70 0.24 6.25
H 1.66 0.52 8.77
H -0.43 1.06 9.94
H -2.61 1.25 8.64
*
```